[1]
{
  "formula": "C3HBrN2",
  "method": "ωB97M-V with the def2-TZVPD basis set",
  "relative_energy_kcal_mol": 46.91,
  "energy_ha": -2798.32582,
  "homo_ev": -11.642,
  "spin_multiplicity": 1,
  "homo_lumo_gap_ev": 10.17,
  "lumo_ev": -1.469,
  "elements": ["C", "C", "C", "N", "N", "Br", "H"],
  "positions_angstrom": [[0.097, -1.118, 0.739], [0.443, 1.505, -0.028], [-0.135, -0.387, -0.443], [0.241, -1.747, 1.684], [0.891, 2.515, 0.228], [-2.000, -0.158, -0.862], [0.463, -0.609, -1.318]]
}

[2]
{
  "formula": "C3HCl2N2S",
  "method": "ωB97M-V with the def2-TZVPD basis set",
  "relative_energy_kcal_mol": 0.44,
  "charge": -1,
  "energy_ha": -1542.95907,
  "homo_ev": -2.677,
  "spin_multiplicity": 1,
  "homo_lumo_gap_ev": 6.11,
  "lumo_ev": 3.436,
  "elements": ["C", "C", "C", "N", "N", "S", "Cl", "Cl", "H"],
  "positions_angstrom": [[0.129, -1.727, -0.554], [1.065, 0.257, 0.639], [-1.150, 0.206, -0.169], [-0.810, -0.990, -0.742], [-0.043, 0.892, 0.365], [0.990, -3.046, -0.499], [2.118, 1.301, 1.618], [-2.051, 1.257, -1.321], [-0.247, 1.849, 0.663]]
}

[3]
{
  "formula": "C3HCl2NO",
  "method": "ωB97M-V with the def2-TZVPD basis set",
  "relative_energy_kcal_mol": 119.73,
  "energy_ha": -1165.07162,
  "smiles": "[O-][N+]#CCl.C#CCl",
  "homo_ev": -9.599,
  "spin_multiplicity": 1,
  "homo_lumo_gap_ev": 9.73,
  "lumo_ev": 0.129,
  "elements": ["O", "N", "C", "Cl", "C", "C", "Cl", "H"],
  "positions_angstrom": [[2.008, -0.513, -0.963], [1.414, 0.524, -0.824], [0.765, 1.450, -0.502], [-0.202, 2.782, -0.744], [-1.361, -0.717, 1.355], [-0.852, -1.145, 0.321], [-0.459, -1.908, -1.118], [-1.312, -0.475, 2.474]]
}

[4]
{
  "formula": "C3HCl3N2",
  "method": "ωB97M-V with the def2-TZVPD basis set",
  "relative_energy_kcal_mol": 0.00,
  "energy_ha": -1604.95047,
  "smiles": "[H]/N=C(/C#N)C(Cl)(Cl)Cl",
  "homo_ev": -11.338,
  "spin_multiplicity": 1,
  "homo_lumo_gap_ev": 10.88,
  "lumo_ev": -0.458,
  "elements": ["H", "N", "C", "C", "N", "C", "Cl", "Cl", "Cl"],
  "positions_angstrom": [[1.512, 0.821, 0.938], [1.549, -0.175, 0.755], [0.535, -0.385, 0.077], [0.166, -1.672, -0.404], [-0.192, -2.687, -0.841], [-0.601, 0.805, -0.177], [-1.526, 0.587, 1.363], [0.186, 2.339, -0.153], [-1.630, 0.366, -1.558]]
}

[5]
{
  "formula": "C3HCl3O",
  "method": "ωB97M-V with the def2-TZVPD basis set",
  "relative_energy_kcal_mol": 82.77,
  "energy_ha": -1570.58708,
  "homo_ev": [-10.303, -10.305],
  "spin_multiplicity": 1,
  "homo_lumo_gap_ev": [7.32, 7.32],
  "lumo_ev": [-2.984, -2.983],
  "elements": ["C", "C", "C", "O", "Cl", "Cl", "Cl", "H"],
  "positions_angstrom": [[-0.157, 0.002, -1.050], [-0.780, 0.349, 0.284], [0.334, -0.643, 0.124], [-0.098, 0.244, -2.203], [-0.509, 1.970, 0.893], [0.421, -2.212, 0.690], [2.531, 0.323, 0.653], [-1.742, -0.034, 0.610]]
}

[6]
{
  "formula": "C3HCl4NO2",
  "method": "ωB97M-V with the def2-TZVPD basis set",
  "energy_ha": -2160.90110,
  "smiles": "O=C(Cl)C(Cl)(Cl)Cl.N=C=O",
  "homo_ev": -10.986,
  "spin_multiplicity": 1,
  "homo_lumo_gap_ev": 10.59,
  "lumo_ev": -0.395,
  "elements": ["O", "C", "Cl", "C", "Cl", "Cl", "Cl", "N", "C", "O", "H"],
  "positions_angstrom": [[-1.133, 0.324, 2.168], [-1.133, -0.115, 1.033], [-1.311, -1.755, 0.649], [-1.166, 0.737, -0.197], [-0.672, -0.172, -1.621], [-0.181, 2.198, -0.037], [-2.900, 1.236, -0.157], [1.582, -0.491, 0.054], [2.250, -0.554, -0.912], [2.835, -0.561, -1.947], [1.829, -0.848, 0.966]]
}

[7]
{
  "formula": "C3HClF2",
  "method": "ωB97M-V with the def2-TZVPD basis set",
  "relative_energy_kcal_mol": 8.99,
  "energy_ha": -774.74927,
  "smiles": "FC1(F)C=C1Cl",
  "homo_ev": -10.742,
  "spin_multiplicity": 1,
  "homo_lumo_gap_ev": 11.46,
  "lumo_ev": 0.721,
  "elements": ["F", "C", "F", "C", "C", "Cl", "H"],
  "positions_angstrom": [[1.690, -0.321, 0.706], [0.379, -0.560, 0.316], [0.057, -1.865, 0.415], [-0.607, 0.516, 0.497], [-0.141, 0.298, -0.745], [-0.195, 0.739, -2.358], [-1.183, 1.193, 1.168]]
}

[8]
{
  "formula": "C3HCsNaO2",
  "method": "ωB97M-V with the def2-TZVPD basis set",
  "charge": -1,
  "energy_ha": -447.66738,
  "homo_ev": [-2.217, -2.253],
  "spin_multiplicity": 1,
  "homo_lumo_gap_ev": [3.30, 3.55],
  "lumo_ev": [1.086, 1.295],
  "elements": ["C", "C", "O", "O", "C", "Cs", "H", "Na"],
  "positions_angstrom": [[-3.879, 0.645, 0.917], [2.223, 0.641, -0.205], [-4.996, 1.229, 0.921], [-2.793, 1.395, 0.967], [1.565, -0.398, -0.361], [4.328, -2.386, -1.101], [2.725, 1.592, -0.299], [0.827, -2.717, -0.838]]
}

[9]
{
  "formula": "C3HF3I2O",
  "method": "ωB97M-V with the def2-TZVPD basis set",
  "relative_energy_kcal_mol": 0.00,
  "energy_ha": -1085.06972,
  "homo_ev": -9.714,
  "spin_multiplicity": 1,
  "homo_lumo_gap_ev": 9.24,
  "lumo_ev": -0.475,
  "elements": ["C", "C", "C", "O", "F", "F", "F", "I", "I", "H"],
  "positions_angstrom": [[0.363, -0.436, -0.594], [1.061, 0.742, 0.652], [-1.127, -0.463, -0.378], [1.054, -1.070, -1.324], [2.252, 1.176, 0.235], [-1.622, -1.707, -0.425], [-1.588, 0.150, 0.714], [1.014, -0.548, 2.346], [-1.834, 0.660, -1.985], [0.427, 1.495, 0.759]]
}

[10]
{
  "formula": "C3HF3O",
  "method": "ωB97M-V with the def2-TZVPD basis set",
  "relative_energy_kcal_mol": 168.23,
  "energy_ha": -489.46915,
  "homo_ev": [-12.461, -12.454],
  "spin_multiplicity": 1,
  "homo_lumo_gap_ev": [7.38, 7.37],
  "lumo_ev": [-5.081, -5.086],
  "elements": ["C", "C", "C", "O", "F", "F", "F", "H"],
  "positions_angstrom": [[-0.237, 0.006, -0.096], [0.896, 0.337, 0.002], [3.697, 1.271, -0.311], [3.038, 1.073, 0.765], [3.829, 2.566, -0.669], [3.156, 0.670, -1.412], [4.963, 0.792, -0.233], [-1.232, -0.308, -0.291]]
}

Repeat the third record exactly.
{
  "formula": "C3HCl2NO",
  "method": "ωB97M-V with the def2-TZVPD basis set",
  "relative_energy_kcal_mol": 119.73,
  "energy_ha": -1165.07162,
  "smiles": "[O-][N+]#CCl.C#CCl",
  "homo_ev": -9.599,
  "spin_multiplicity": 1,
  "homo_lumo_gap_ev": 9.73,
  "lumo_ev": 0.129,
  "elements": ["O", "N", "C", "Cl", "C", "C", "Cl", "H"],
  "positions_angstrom": [[2.008, -0.513, -0.963], [1.414, 0.524, -0.824], [0.765, 1.450, -0.502], [-0.202, 2.782, -0.744], [-1.361, -0.717, 1.355], [-0.852, -1.145, 0.321], [-0.459, -1.908, -1.118], [-1.312, -0.475, 2.474]]
}